Entry 1:
The following is a DFT calculation (ωB97M-V/def2-TZVPD) of a molecular structure, C36H72CaFO18S9.

```
137
Properties=species:S:1:pos:R:3:forces:R:3:lowdin_charge:R:1
Ca 0.545 0.207 0.372 -0.1155 -0.1922 -0.1283 1.4085
F 0.373 1.991 -0.842 0.0182 -0.2407 0.0545 -0.5829
C -4.438 1.382 -1.830 -0.8630 -2.6306 -0.0714 -0.1781
C -5.363 0.121 -1.470 0.6583 0.0000 -0.3439 -0.1420
C -4.479 -0.879 -0.653 -1.3605 0.5325 0.4213 -0.2173
S -3.337 0.127 0.206 2.4732 -0.9008 -0.4397 0.6622
O -2.024 -0.278 -0.280 0.7515 0.0726 -0.2231 -0.3747
O -3.480 0.025 1.629 -0.8061 0.7741 0.3414 -0.2926
C -3.681 1.671 -0.588 -0.5968 1.2088 1.7091 -0.2378
H -5.023 2.222 -2.112 -0.4424 0.6475 -0.4590 0.1119
H -3.824 1.035 -2.654 0.2953 0.3882 -0.0875 0.0876
H -5.707 -0.374 -2.378 0.0055 0.1292 -0.0301 0.1090
H -6.264 0.399 -0.907 0.3934 0.0596 0.0211 0.1150
H -3.926 -1.664 -1.174 -0.1463 0.3872 -0.2907 0.0716
H -5.008 -1.305 0.195 -0.4486 -0.4111 -0.2323 0.1024
H -2.758 2.240 -0.681 0.0896 -0.0714 0.0018 0.0886
H -4.380 2.204 0.090 0.5085 -0.0685 -0.1455 0.1275
C 0.647 5.795 -1.909 -2.4435 -0.5304 -0.2278 -0.1588
C -0.182 6.739 -2.808 -0.5178 0.6782 -0.0378 -0.2019
C -1.608 6.203 -3.124 1.3421 -0.2961 0.1808 -0.2030
S -1.550 4.529 -2.555 -0.5401 0.3982 -2.3696 0.6835
O -2.122 3.613 -3.556 0.5167 0.6963 1.7154 -0.3249
O -2.030 4.646 -1.209 -0.7032 -1.0465 1.1660 -0.3223
C 0.189 4.436 -2.511 1.9077 0.4592 -0.0208 -0.2412
H 0.278 5.784 -0.863 0.3625 0.3880 -0.4924 0.0951
H 1.675 6.115 -1.944 0.4453 -0.5919 -0.0898 0.1133
H 0.322 6.882 -3.752 0.3716 -0.0898 -0.2458 0.1101
H -0.299 7.720 -2.388 0.1221 0.5419 0.3085 0.1042
H -1.821 6.133 -4.165 -0.1671 0.3492 -0.8541 0.0921
H -2.344 6.759 -2.588 -0.7075 0.0801 0.2796 0.0973
H 0.614 4.306 -3.505 -0.3806 0.0230 -0.2931 0.1232
H 0.443 3.573 -1.951 0.2641 -1.0701 0.8783 0.0410
C 4.078 1.792 5.164 0.2839 0.8614 1.0158 -0.2150
C 2.600 2.199 5.395 -0.3426 -2.3152 -1.4759 -0.1614
C 1.801 0.967 4.736 0.9617 0.9213 0.4261 -0.2060
S 2.746 0.402 3.339 2.1075 -0.4168 3.1966 0.6914
O 2.075 0.809 2.160 -0.6569 0.0600 -2.2383 -0.4133
O 3.164 -0.978 3.633 -0.6572 1.1953 -0.9731 -0.3174
C 4.152 1.508 3.678 0.7482 -1.6052 -0.8720 -0.2200
H 4.376 0.945 5.850 -0.2680 0.7676 -0.9573 0.1362
H 4.698 2.689 5.424 -0.2031 -0.9328 -0.2547 0.1283
H 2.339 3.097 4.870 -0.0099 0.5080 -0.1511 0.0872
H 2.365 2.276 6.434 -0.2633 0.0896 0.6321 0.1030
H 0.776 1.084 4.387 0.1622 0.0156 0.5659 0.0718
H 2.034 0.138 5.365 -0.7487 -0.7251 0.9559 0.0787
H 3.883 2.388 3.133 0.0800 0.6715 -0.4401 0.0912
H 5.066 1.039 3.209 -0.9071 0.5726 0.7820 0.1301
C -1.889 5.103 3.085 0.4527 -1.3006 0.1405 -0.1737
C -0.853 5.519 1.958 0.0239 -0.7146 -0.2739 -0.1596
C -0.315 4.204 1.296 0.8638 0.2269 2.0425 -0.2299
S -0.573 2.931 2.533 -1.9806 1.1246 -1.8533 0.6590
O 0.276 3.075 3.650 1.3632 0.5930 1.6454 -0.2865
O -0.607 1.651 1.884 -0.5283 -0.7151 -0.0918 -0.4210
C -2.200 3.565 3.030 0.7553 -0.8750 0.1508 -0.1870
H -2.812 5.605 2.958 -0.8146 0.7557 -0.0500 0.0911
H -1.514 5.289 4.096 0.0694 0.2308 -0.3063 0.1111
H -0.029 6.160 2.359 -0.7732 -0.5939 -0.2900 0.1231
H -1.374 6.043 1.135 0.2349 0.0347 0.6162 0.1022
H 0.776 4.165 1.106 -0.7014 0.1459 -0.3845 0.1244
H -0.946 3.871 0.499 0.1064 -0.0387 -0.7808 0.0483
H -2.463 3.008 3.962 0.3618 0.9615 -0.3306 0.1210
H -2.943 3.194 2.317 0.1768 0.5151 -0.3265 0.0923
C -1.269 -1.091 -5.057 0.1052 -1.9024 -0.6628 -0.2075
C -1.979 -0.369 -3.974 -2.0620 1.5404 0.0460 -0.2448
C -0.934 0.581 -3.472 0.7373 0.4387 -0.1468 -0.2514
S 0.464 -0.422 -3.186 1.0062 -0.6058 -2.9114 0.7109
O 0.534 -0.926 -1.858 -0.1457 -0.3966 2.2320 -0.3961
O 1.681 0.162 -3.770 -1.3759 -0.5323 0.6486 -0.3142
C -0.140 -1.765 -4.276 1.4512 0.0536 -0.5656 -0.1839
H -0.880 -0.402 -5.797 0.0847 0.2472 -0.1088 0.1205
H -1.939 -1.786 -5.602 0.5707 0.0485 0.4014 0.1346
H -2.501 -0.995 -3.198 0.9881 0.4963 -0.7824 0.1120
H -2.733 0.292 -4.428 -0.1906 -0.3044 0.1616 0.1266
H -1.115 1.014 -2.533 -0.4203 1.1706 1.1276 0.0569
H -0.595 1.286 -4.257 -0.5122 -0.1096 0.6167 0.1305
H -0.492 -2.652 -3.761 0.0096 0.1836 0.5163 0.0635
H 0.805 -2.026 -4.775 -0.5396 -0.0749 -0.4425 0.1086
C 4.370 1.581 -3.279 -0.8972 -0.4820 0.7351 -0.1882
C 5.665 0.952 -2.720 -1.2974 -1.0877 -0.3374 -0.1692
C 5.090 0.040 -1.591 1.2119 -0.3770 -0.4295 -0.2359
S 3.925 0.964 -0.657 -0.6466 -1.6450 -1.6958 0.7137
O 4.520 1.580 0.484 0.0240 0.5315 0.8936 -0.2914
O 2.768 0.047 -0.527 0.8939 1.4774 0.3157 -0.4553
C 3.643 2.124 -1.988 0.2155 0.1027 -0.8052 -0.2021
H 3.699 0.819 -3.729 0.6495 0.3849 0.3339 0.0853
H 4.444 2.381 -4.021 0.3974 -0.0090 0.2537 0.1150
H 6.272 1.748 -2.324 0.5610 0.0886 0.2932 0.1057
H 6.242 0.323 -3.439 -0.4351 0.6501 0.4651 0.1280
H 5.847 -0.406 -0.965 0.2349 0.0725 0.4756 0.1067
H 4.486 -0.795 -1.934 0.1042 0.0134 -0.5704 0.0922
H 4.075 3.081 -1.687 -0.2627 -0.0111 0.0988 0.1089
H 2.577 2.133 -2.120 -0.5751 0.4367 0.0058 0.0626
C 2.249 -5.704 -0.421 -0.2036 -0.9253 0.1463 -0.1869
C 2.282 -4.979 -1.773 1.4148 1.3543 0.8180 -0.1910
C 1.955 -3.528 -1.376 -0.2913 0.9498 -0.7390 -0.2296
S 2.797 -3.139 0.197 -1.5913 0.9922 -2.7870 0.7158
O 1.788 -2.449 1.001 1.0006 -0.0998 0.0522 -0.3506
O 4.096 -2.569 -0.119 -0.5652 -0.2998 0.8604 -0.3030
C 2.963 -4.808 0.656 0.1782 -1.4017 0.2013 -0.2150
H 2.699 -6.715 -0.533 0.0530 0.7497 0.3939 0.1245
H 1.238 -5.909 -0.069 -0.2036 0.2430 -0.0766 0.1024
H 1.726 -5.332 -2.650 -0.1873 -0.1342 0.7436 0.1151
H 3.351 -5.030 -2.010 -0.0598 0.1795 -0.5428 0.1157
H 0.881 -3.410 -1.218 0.0772 -0.2092 0.3329 0.0714
H 2.175 -2.678 -2.060 0.3461 -0.8756 0.2343 0.1009
H 2.525 -4.929 1.642 0.1155 -0.1234 0.0848 0.0932
H 4.042 -4.930 0.701 0.0729 -0.4411 0.0524 0.1066
C -1.011 -2.987 5.595 -0.5038 0.7381 -0.1753 -0.1941
C 0.405 -3.455 5.235 -0.2215 -0.7510 -1.3603 -0.1664
C 0.564 -3.278 3.691 2.0979 -1.6251 0.6291 -0.2526
S -0.634 -2.179 3.128 -1.9343 -1.6432 0.3161 0.6282
O -1.628 -2.875 2.350 -0.2122 -0.2041 0.0441 -0.2914
O -0.009 -1.065 2.544 1.0922 2.6572 -1.3372 -0.3699
C -1.328 -1.736 4.702 -0.5012 -1.8300 0.2319 -0.1809
H -1.007 -2.706 6.634 -0.1892 0.2656 0.4532 0.1046
H -1.825 -3.690 5.489 0.1655 -0.6070 -0.2722 0.1108
H 0.646 -4.529 5.518 -0.2488 1.5902 -0.0304 0.1411
H 1.106 -2.719 5.619 0.1911 -0.3591 0.6830 0.1073
H 0.628 -4.235 3.145 -0.7799 0.4676 0.0847 0.1119
H 1.523 -2.808 3.459 -0.0795 0.1662 0.0990 0.0704
H -2.389 -1.523 4.502 0.3806 -0.0740 0.3222 0.1201
H -0.820 -0.918 5.129 0.5780 1.2816 0.0946 0.0819
C -3.296 -5.466 -0.060 -1.5751 -1.2398 -0.1387 -0.2000
C -4.249 -5.726 -1.286 0.6827 -0.5436 0.4317 -0.1865
C -3.247 -5.732 -2.433 -0.2541 0.0020 -0.7711 -0.2381
S -2.233 -4.300 -2.148 2.6687 -1.7198 -0.3220 0.7169
O -2.862 -3.115 -2.659 -0.3026 0.4663 -0.2769 -0.3145
O -0.831 -4.621 -2.535 -2.1317 0.7548 0.3313 -0.3458
C -2.376 -4.362 -0.376 0.5582 2.3395 -0.1750 -0.2499
H -2.590 -6.283 0.036 -0.5882 -0.8399 0.3158 0.1175
H -3.907 -5.349 0.837 0.4703 0.1027 0.1194 0.1279
H -5.062 -4.996 -1.334 0.3480 0.1488 -0.2412 0.1179
H -4.723 -6.719 -1.275 0.1577 0.3225 0.3909 0.1208
H -3.656 -5.705 -3.471 0.4413 -0.1553 0.8013 0.1291
H -2.546 -6.570 -2.234 -0.4719 0.3173 -0.6175 0.1198
H -2.678 -3.349 -0.128 -0.3671 0.0877 0.3135 0.0880
H -1.393 -4.459 0.057 0.3044 -0.1649 0.0044 0.0981
```
Forces are in eV/Å.

The value obtained for the frontier orbital gap is 10.4 eV. The total energy comes out at -7130.2770 Eh. The value obtained for the HOMO energy is -11.830 eV. The total charge is +1.



Entry 2:
The following is a DFT calculation (ωB97M-V/def2-TZVPD) of 6 unconnected molecules or ions with the total composition C36H72ClINO7.

```
118
Properties=species:S:1:pos:R:3:forces:R:3:lowdin_charge:R:1
C 3.579 -1.477 3.968 0.0686 -0.4809 -0.0917 -0.1352
C 2.502 -1.458 2.688 1.1454 0.2446 0.6917 -0.1550
C 2.986 -0.290 1.646 0.5629 -1.9011 -0.4696 -0.1997
C 2.540 -0.346 0.069 -1.3371 0.3819 0.3345 -0.1980
C 2.584 -1.758 -0.760 0.6237 0.2881 -0.3750 -0.1090
C 1.282 -2.732 -0.549 0.0482 -0.8438 0.2963 -0.2004
C -0.102 -2.209 -1.258 -0.2438 1.1977 0.2254 -0.1683
C -0.977 -1.263 -0.213 -1.9424 2.3131 2.4217 -0.1473
C -1.550 0.223 -0.644 -0.7086 -1.1047 3.6990 -0.0395
C -2.390 1.169 0.428 1.3028 -3.5837 1.8473 -0.0634
C -2.642 0.643 1.961 1.9674 -2.5458 -2.3246 -0.0771
C -2.091 -0.848 2.413 1.0929 0.9967 -3.8103 -0.0753
C -1.270 -1.782 1.342 -1.0589 3.3580 -1.2872 -0.0455
O 3.367 0.806 -0.422 -0.2135 0.1280 3.1857 -0.1851
C 3.200 1.825 0.667 2.2001 1.8523 -2.0268 -0.7468
I 2.000 3.383 -0.349 -0.1266 -0.7414 0.7377 1.0190
C 4.518 2.676 1.150 0.7618 0.2000 -0.2797 -0.2015
C 5.500 3.166 -0.077 4.0522 3.7821 2.5656 -0.1078
O 6.483 4.036 0.255 -6.4163 -5.7333 -2.4163 -0.0556
N 2.564 1.165 1.907 -1.2618 -0.7388 -1.6111 -0.4253
Cl 2.854 1.858 3.460 0.2211 -0.1574 -0.2242 0.8788
H 3.103 -0.947 4.911 1.2054 -1.1889 -1.9618 0.0804
H 4.618 -0.971 3.677 -2.3689 -0.9504 0.6649 0.0857
H 3.844 -2.612 4.201 -0.7350 2.5667 -0.2539 0.0954
H 2.637 -2.528 2.178 -0.5931 2.6769 0.7763 0.1275
H 1.410 -1.287 3.096 2.1232 -0.4477 -1.1273 0.1240
H 4.165 -0.189 1.692 -2.3855 -0.5514 -0.2463 0.1733
H 1.461 0.081 -0.087 1.4474 -1.0709 0.7241 0.1407
H 2.628 -1.484 -1.920 0.1868 -0.5223 2.6004 0.1464
H 3.549 -2.335 -0.420 -1.8036 1.0731 -0.9292 0.1315
H 1.172 -2.930 0.614 -0.1045 0.4624 -2.4922 0.0837
H 1.510 -3.803 -1.022 -0.1608 2.4746 0.9487 0.1361
H -0.758 -3.090 -1.724 1.4632 1.8530 1.3164 0.1281
H 0.207 -1.518 -2.171 -0.7108 -1.3874 1.8457 0.1167
H -1.384 0.666 -1.716 -0.3020 -1.1326 2.2620 0.0883
H -2.817 2.235 0.145 1.0951 -2.5497 0.4635 0.0925
H -3.215 1.276 2.794 1.3867 -1.4459 -2.2734 0.0955
H -2.240 -1.265 3.511 0.2383 1.0763 -2.6084 0.0892
H -0.844 -2.859 1.622 -1.2108 2.6405 -0.4728 0.0948
H 4.112 3.668 1.667 1.0395 -2.2766 -0.9900 0.0998
H 5.222 2.083 1.909 -1.5747 1.1858 -1.6193 0.1319
H 5.327 2.725 -1.148 0.5088 0.9618 1.8618 0.1425
H 1.540 1.292 1.750 0.4721 -0.4610 0.3176 0.1306
C -2.454 -5.351 -5.848 -0.1340 0.0545 0.0232 -0.0677
C -1.256 -5.430 -4.915 -0.1413 0.0128 -0.0861 -0.2729
O -1.596 -5.265 -3.540 0.0933 0.2116 0.1828 -0.1889
C -2.503 -6.219 -2.991 0.0397 -0.0781 -0.0164 -0.2832
C -1.993 -7.648 -3.063 0.1255 -0.0799 -0.0414 -0.0772
H -2.972 -4.392 -5.726 0.1083 -0.1327 -0.0548 0.0672
H -2.133 -5.449 -6.890 -0.0285 0.0382 0.1619 0.0838
H -3.180 -6.141 -5.647 0.0619 -0.0223 -0.0743 0.0711
H -0.562 -4.622 -5.166 -0.0680 -0.0305 0.2629 0.1160
H -0.706 -6.365 -5.058 -0.0529 -0.0590 -0.0200 0.1060
H -3.484 -6.124 -3.469 0.0198 -0.0747 -0.0477 0.0961
H -2.645 -5.947 -1.939 0.1328 0.1585 -0.2087 0.1181
H -1.839 -7.977 -4.093 -0.1064 -0.0159 0.0634 0.0682
H -2.709 -8.331 -2.595 0.0869 0.1053 -0.0484 0.0818
H -1.033 -7.738 -2.544 -0.1490 0.0150 -0.0297 0.0828
C 0.368 8.222 3.545 0.0731 0.0869 -0.1145 -0.0762
C 0.037 6.738 3.539 -0.0102 0.2025 -0.0072 -0.2741
O 0.792 5.992 2.587 0.1067 -0.2544 -0.2086 -0.1810
C 2.209 6.012 2.746 -0.2099 0.0671 0.1808 -0.2834
C 2.675 5.460 4.083 0.0483 0.0129 0.1300 -0.0804
H 0.206 8.655 2.550 -0.0263 -0.0833 0.1950 0.0860
H -0.264 8.751 4.267 0.0732 -0.1009 -0.1270 0.0827
H 1.409 8.407 3.816 -0.0562 0.0142 0.0874 0.0665
H -1.017 6.615 3.269 0.2190 -0.1602 -0.1342 0.1198
H 0.152 6.305 4.537 0.0650 0.0345 0.0535 0.1051
H 2.593 7.024 2.581 0.0405 -0.0323 0.0852 0.1148
H 2.623 5.391 1.944 -0.2740 0.1209 -0.0127 0.0480
H 2.297 6.047 4.923 0.1026 -0.0107 -0.0639 0.0742
H 3.768 5.464 4.136 -0.0601 -0.0097 0.0071 0.0776
H 2.321 4.432 4.216 -0.0138 0.1693 -0.0086 0.0285
C 8.180 5.112 6.556 0.0557 0.1397 -0.0363 -0.0772
C 7.058 4.232 6.028 0.0923 0.1567 0.0266 -0.2800
O 6.654 4.562 4.702 -0.2661 -0.0524 -0.0469 -0.1827
C 7.653 4.461 3.690 -0.0257 0.0244 -0.0778 -0.2723
C 8.232 3.064 3.549 0.0674 -0.0652 0.0680 -0.0766
H 7.882 6.167 6.532 0.0212 -0.2096 0.0441 0.0862
H 8.426 4.839 7.588 -0.0706 0.0427 -0.1486 0.0816
H 9.089 5.015 5.960 -0.0040 -0.0627 0.0814 0.0668
H 6.179 4.364 6.667 -0.0285 0.0248 -0.2689 0.1164
H 7.326 3.173 6.089 0.1038 -0.0342 -0.0040 0.1029
H 8.443 5.200 3.865 0.0455 -0.0974 0.0352 0.1111
H 7.173 4.742 2.746 -0.0697 -0.0019 0.2858 0.1016
H 8.731 2.733 4.462 0.0443 0.0285 -0.0888 0.0683
H 8.964 3.035 2.736 -0.1280 0.0185 0.0854 0.0841
H 7.437 2.342 3.330 0.0526 0.0570 -0.0208 0.0628
C -5.466 1.231 -4.838 0.0463 0.1096 -0.1117 -0.0769
C -5.797 -0.253 -4.844 0.0537 0.1228 -0.0633 -0.2766
O -5.041 -0.999 -5.796 0.0815 -0.1026 -0.0690 -0.1624
C -3.625 -0.979 -5.637 -0.1754 -0.0233 0.0050 -0.2656
C -3.159 -1.531 -4.301 -0.0547 -0.1045 0.1476 -0.0764
H -5.628 1.664 -5.833 -0.0174 -0.0816 0.1900 0.0858
H -6.098 1.760 -4.117 0.0552 -0.1006 -0.1179 0.0803
H -4.425 1.416 -4.568 -0.0249 0.0079 0.0806 0.0601
H -6.850 -0.376 -5.114 0.2173 -0.1640 -0.1080 0.1258
H -5.682 -0.687 -3.847 0.0316 0.0540 0.0774 0.0904
H -3.241 0.033 -5.803 0.0217 0.0288 0.0723 0.1054
H -3.210 -1.601 -6.439 -0.2905 0.0939 0.0403 0.1181
H -3.537 -0.944 -3.461 0.0649 0.0370 -0.0063 0.0634
H -2.065 -1.528 -4.248 -0.0690 -0.0246 -0.0385 0.0730
H -3.512 -2.559 -4.167 0.1563 0.1968 -0.0461 0.0490
C -8.567 -4.680 -1.083 0.0565 -0.0232 0.1500 -0.0822
C -8.574 -3.539 -2.088 0.0440 -0.0404 0.1049 -0.2746
O -7.519 -2.601 -1.890 0.0823 0.1248 0.0137 -0.1632
C -6.191 -3.112 -1.983 -0.1487 -0.0057 -0.0777 -0.2703
C -5.873 -3.726 -3.335 -0.1357 -0.0312 -0.1614 -0.0712
H -8.631 -4.289 -0.060 -0.0414 -0.0557 -0.1914 0.0832
H -9.416 -5.349 -1.259 0.1040 0.1255 0.0254 0.0797
H -7.655 -5.276 -1.149 -0.0601 -0.0486 -0.0590 0.0624
H -9.511 -2.984 -1.981 0.2663 0.1350 -0.0092 0.1198
H -8.556 -3.918 -3.114 0.0396 -0.0815 -0.0109 0.1059
H -6.003 -3.823 -1.171 0.0066 -0.0727 -0.0258 0.1055
H -5.517 -2.265 -1.812 -0.2757 0.0126 0.0416 0.1113
H -6.512 -4.583 -3.557 0.0851 -0.0259 0.0643 0.0742
H -4.833 -4.066 -3.364 -0.1120 0.0239 0.0336 0.0548
H -6.023 -2.991 -4.134 0.0817 -0.1129 0.0906 0.0725
```
Forces are in eV/Å.

The value obtained for the frontier orbital gap is 7.0 eV. The total energy comes out at -2753.3301 Eh. The value obtained for the HOMO energy is -10.944 eV. The total charge is +1.